(1)
43
Properties=species:S:1:pos:R:3 method="wB97M-V/def2-TZVPD" e_above_lowest_kj_mol=0.0 energy_ev=-118393.2275 orbital_gap_ev="6.28 / 6.28" homo_energy_ev="-2.1164 / -2.1238" charge=-2 spin_multiplicity=6
Mn -0.22 -0.22 0.27
C 2.45 2.83 -1.75
C 1.83 1.57 -1.84
N 1.08 1.35 -0.78
N 1.18 2.44 0.02
C 2.01 3.34 -0.55
B 0.42 2.51 1.34
N -1.11 2.36 1.03
C -2.11 2.99 1.65
C -3.30 2.63 1.04
C -2.91 1.74 0.03
N -1.59 1.58 0.02
N 0.95 1.41 2.30
C 1.15 1.50 3.62
C 1.67 0.30 4.06
C 1.76 -0.48 2.90
N 1.33 0.19 1.85
H 3.12 3.30 -2.45
H 1.88 0.83 -2.62
H 2.21 4.28 -0.05
H 0.58 3.58 1.88
H -1.92 3.64 2.48
H -4.30 2.94 1.30
H -3.50 1.19 -0.68
H 0.89 2.39 4.16
H 1.93 0.02 5.07
H 2.09 -1.50 2.77
O 1.19 -7.36 -0.34
C 0.94 -6.18 -0.39
S -0.67 -5.50 -0.19
C -0.20 -3.80 -0.26
C 1.12 -3.51 -0.46
S 1.83 -1.97 -0.68
S 2.16 -4.92 -0.58
S -1.46 -2.63 -0.13
I -1.52 -1.42 -2.39
I -1.63 0.36 -5.06
B -2.40 0.16 4.76
C -1.90 -0.16 3.27
N -1.50 -0.35 2.20
H -1.70 -0.48 5.53
H -3.57 -0.17 4.85
H -2.26 1.36 4.93

(2)
38
Properties=species:S:1:pos:R:3 method="wB97M-V/def2-TZVPD" e_above_lowest_kj_mol=26.7 energy_ev=-118424.9911 orbital_gap_ev=7.39 homo_energy_ev=-5.0896 charge=-1
K 1.50 -2.75 1.20
C -3.77 4.58 0.53
C -3.11 3.23 0.63
C -1.74 3.12 0.86
C -1.13 1.88 0.93
C -1.89 0.73 0.77
C -3.25 0.82 0.53
C -3.85 2.07 0.47
S -1.08 -0.86 0.83
O -2.07 -1.81 0.37
O -0.60 -1.05 2.19
N 0.20 -0.74 -0.05
C 0.20 -0.80 -1.43
C -0.93 -0.62 -2.25
C -0.78 -0.66 -3.62
C 0.48 -0.89 -4.17
C 1.53 -1.08 -3.28
N 1.41 -1.04 -1.96
H -3.08 5.38 0.78
H -4.62 4.65 1.22
H -4.15 4.76 -0.47
H -1.15 4.02 0.99
H -0.06 1.79 1.10
H -3.82 -0.09 0.40
H -4.92 2.14 0.28
H -1.91 -0.46 -1.81
H -1.64 -0.52 -4.26
H 0.64 -0.94 -5.24
H 2.53 -1.28 -3.66
Cl 5.77 1.13 2.73
C 4.90 -0.39 2.44
Cl 3.67 -0.23 1.19
H 4.42 -0.68 3.37
H 5.62 -1.13 2.12
Cl 4.82 -6.34 -0.06
Si 4.21 -4.81 1.32
Cl 5.39 -5.40 3.03
Cl 2.27 -5.71 1.97

(3)
31
Properties=species:S:1:pos:R:3 method="wB97M-V/def2-TZVPD" e_above_lowest_kj_mol=500.2 energy_ev=-23480.1373 orbital_gap_ev=8.67 homo_energy_ev=-8.5341
C 4.22 -1.74 -2.32
C 3.33 -1.33 -1.19
C 2.10 -1.95 -1.01
C 1.19 -1.52 -0.04
C 1.58 -0.44 0.77
C 0.61 0.18 1.73
F -0.45 0.59 1.10
N -0.02 -0.91 2.68
O -0.60 -0.47 3.67
O -0.07 -2.08 2.24
C 2.82 0.18 0.63
C 3.68 -0.27 -0.35
H 5.18 -1.24 -2.26
H 4.37 -2.83 -2.28
H 3.79 -1.52 -3.31
H 1.81 -2.78 -1.66
H 0.25 -2.01 0.09
H 0.92 1.04 2.30
H 3.08 1.00 1.31
H 4.65 0.21 -0.49
C -4.88 1.93 -0.58
C -3.80 2.80 -0.76
C -2.56 2.39 -0.21
N -2.58 1.25 0.38
C -3.51 0.38 0.62
C -4.79 0.71 0.11
H -5.84 2.21 -0.99
H -3.87 3.74 -1.31
H -1.65 2.99 -0.30
H -3.31 -0.54 1.18
H -5.62 0.02 0.25

(4)
33
Properties=species:S:1:pos:R:3 method="wB97M-V/def2-TZVPD" e_above_lowest_kj_mol=75.3 energy_ev=-35139.9310 orbital_gap_ev=8.98 homo_energy_ev=-8.6208
C -3.37 -1.23 1.80
C -2.17 -1.26 0.91
N -1.37 -2.24 1.04
N -0.29 -2.46 0.32
C 0.78 -1.79 0.35
N 1.85 -2.23 -0.40
C 3.08 -1.68 -0.64
O 3.88 -2.27 -1.33
C 3.38 -0.34 -0.01
C 2.14 0.52 0.18
C 2.46 1.86 0.81
O 3.42 2.09 1.49
O 1.52 2.76 0.52
S 1.01 -0.32 1.35
C -1.98 -0.17 -0.06
C -2.12 1.16 0.33
C -1.84 2.19 -0.55
C -1.42 1.90 -1.84
C -1.30 0.58 -2.25
C -1.57 -0.44 -1.37
H -3.45 -2.17 2.34
H -4.28 -1.07 1.21
H -3.28 -0.42 2.52
H 1.68 -3.11 -0.87
H 4.11 0.17 -0.65
H 3.86 -0.50 0.96
H 1.58 0.68 -0.75
H 1.71 3.60 0.97
H -2.42 1.39 1.34
H -1.94 3.21 -0.23
H -1.20 2.70 -2.53
H -0.98 0.35 -3.26
H -1.47 -1.47 -1.69

(5)
31
Properties=species:S:1:pos:R:3 method="wB97M-V/def2-TZVPD" e_above_lowest_kj_mol=94.5 energy_ev=-31045.6101 orbital_gap_ev=9.29 homo_energy_ev=-8.8594
O 0.02 3.48 -0.54
C -0.44 2.41 -0.21
C -1.75 1.92 -0.81
S -2.85 0.92 0.26
C -2.20 -0.69 0.03
N -2.93 -1.68 0.51
C -2.45 -2.90 0.36
C -1.23 -3.15 -0.27
C -0.54 -2.03 -0.72
N -1.02 -0.81 -0.57
N 0.13 1.58 0.67
C 1.50 1.72 1.11
C 2.33 0.59 0.54
C 2.89 -0.37 1.36
C 3.58 -1.44 0.81
C 3.71 -1.55 -0.56
C 3.15 -0.59 -1.39
C 2.46 0.48 -0.84
H -1.52 1.30 -1.68
H -2.35 2.78 -1.12
H -3.06 -3.70 0.75
H -0.84 -4.14 -0.40
H 0.42 -2.10 -1.21
H -0.26 0.65 0.75
H 1.54 1.72 2.20
H 1.85 2.69 0.74
H 2.79 -0.29 2.43
H 4.02 -2.18 1.46
H 4.25 -2.38 -0.99
H 3.25 -0.67 -2.46
H 2.02 1.23 -1.48

(6)
37
Properties=species:S:1:pos:R:3 method="wB97M-V/def2-TZVPD" e_above_lowest_kj_mol=0.0 energy_ev=-110354.7955 orbital_gap_ev="6.27 / 6.03" homo_energy_ev="-3.7200 / -3.6481" charge=-1 spin_multiplicity=2
V -0.14 -0.54 1.02
C -3.47 1.42 -3.52
C -3.75 2.03 -2.15
N -3.67 1.07 -1.07
C -2.47 0.63 -0.56
S -2.52 -0.39 0.87
N -1.40 0.96 -1.21
N -0.24 0.44 -0.62
C 0.90 0.55 -1.35
C 0.95 1.18 -2.70
C 2.03 0.01 -0.73
C 3.32 -0.08 -1.30
C 4.34 -0.62 -0.58
C 4.09 -1.10 0.73
C 2.82 -1.03 1.23
N 1.78 -0.51 0.53
H -3.58 2.18 -4.30
H -4.16 0.60 -3.72
H -2.45 1.03 -3.55
H -4.75 2.44 -2.13
H -3.04 2.84 -1.96
H -4.45 0.94 -0.46
H 0.01 1.67 -2.90
H 1.14 0.44 -3.48
H 1.76 1.93 -2.75
H 3.48 0.28 -2.31
H 5.33 -0.70 -1.02
H 4.88 -1.53 1.33
H 2.59 -1.41 2.21
S 0.21 -2.96 7.66
C 0.07 -2.39 6.11
S -0.08 -3.40 4.73
C 0.00 -2.17 3.48
C 0.12 -0.90 3.93
S 0.24 0.60 3.02
S 0.20 -0.74 5.68
S -0.10 -2.77 1.82

(7)
35
Properties=species:S:1:pos:R:3 method="wB97M-V/def2-TZVPD" e_above_lowest_kj_mol=72.6 energy_ev=-46907.1926 orbital_gap_ev=8.37 homo_energy_ev=-7.8369
C -3.82 -1.33 2.30
C -3.47 -1.35 0.85
C -3.39 -2.44 0.05
S -2.93 -2.00 -1.56
C -2.88 -0.33 -1.01
N -2.55 0.65 -1.90
C -2.09 1.92 -1.64
O -1.72 2.64 -2.54
C -2.20 2.42 -0.22
S -1.02 1.72 0.99
C 0.20 0.97 0.01
N 0.07 0.52 -1.21
N 1.24 -0.02 -1.58
C 2.08 0.11 -0.58
C 3.43 -0.37 -0.60
C 4.11 -0.98 -1.63
C 5.40 -1.24 -1.13
C 5.42 -0.78 0.15
O 4.23 -0.25 0.48
N 1.46 0.74 0.47
C 2.00 1.08 1.76
N -3.18 -0.17 0.23
H -3.94 -2.34 2.67
H -4.75 -0.78 2.44
H -3.05 -0.82 2.86
H -3.57 -3.46 0.30
H -2.36 0.35 -2.84
H -3.18 2.19 0.19
H -2.02 3.50 -0.22
H 3.71 -1.19 -2.60
H 6.21 -1.71 -1.66
H 6.19 -0.77 0.90
H 2.13 0.19 2.37
H 1.30 1.76 2.26
H 2.96 1.58 1.64

(8)
35
Properties=species:S:1:pos:R:3 method="wB97M-V/def2-TZVPD" e_above_lowest_kj_mol=0.0 energy_ev=-38120.7652 orbital_gap_ev=9.78 homo_energy_ev=-9.3405
O -2.05 -2.12 -1.31
C -2.48 -1.01 -1.12
N -2.36 -0.33 0.06
C -1.50 -0.88 1.07
N -0.09 -0.74 0.73
C 0.44 0.39 0.15
O -0.19 1.39 -0.08
C 1.90 0.13 -0.12
C 2.15 -1.30 0.37
C 0.82 -1.78 0.90
O 0.55 -2.82 1.43
C 3.19 -1.11 1.51
C 4.45 -0.64 0.81
C 4.23 0.60 0.39
C 2.83 0.98 0.80
C 2.71 0.21 2.12
N -3.19 -0.37 -2.13
C -3.88 0.80 -2.17
N -4.42 1.22 -3.28
N -5.08 2.36 -3.16
C -5.08 2.84 -1.98
S -4.21 1.87 -0.81
H -2.35 0.68 0.02
H -1.69 -1.95 1.17
H -1.71 -0.36 2.01
H 2.12 0.31 -1.17
H 2.51 -2.00 -0.39
H 3.29 -1.97 2.16
H 5.31 -1.25 0.66
H 4.88 1.23 -0.18
H 2.58 2.04 0.81
H 1.70 0.17 2.53
H 3.39 0.58 2.88
H -3.23 -0.89 -2.99
H -5.56 3.75 -1.70

(9)
36
Properties=species:S:1:pos:R:3 method="wB97M-V/def2-TZVPD" e_above_lowest_kj_mol=163.7 energy_ev=-31368.7121 orbital_gap_ev=6.20 homo_energy_ev=-7.7128
C 3.63 -0.61 -2.48
C 2.52 -0.30 -1.50
C 2.32 -0.55 -0.18
C 1.04 0.06 0.30
C 0.67 0.83 -0.90
C -0.44 1.75 -1.06
N 1.50 0.53 -1.92
C 1.41 1.09 -3.29
H 4.42 -1.16 -1.94
H 3.23 -1.24 -3.29
H 4.07 0.31 -2.91
H 2.93 -1.20 0.49
H 1.06 0.62 1.29
H -0.84 2.04 -0.08
H -0.06 2.67 -1.56
H -1.28 1.33 -1.67
H 0.55 1.78 -3.33
H 2.33 1.66 -3.56
H 1.26 0.26 -4.00
O -5.30 0.25 2.04
N -4.26 0.17 2.72
O -4.20 0.48 3.94
C -2.97 -0.27 2.13
C -1.85 -0.19 2.98
C -0.56 -0.44 2.46
N 0.50 -0.66 3.36
O 0.31 -0.67 4.59
O 1.65 -0.91 2.87
C -0.15 -0.69 1.03
C -1.41 -0.85 0.25
N -1.42 -1.30 -1.00
O -2.81 -1.46 -1.27
N -3.63 -1.04 -0.21
C -2.75 -0.61 0.72
H -1.99 -0.03 4.05
H 0.52 -1.66 0.93

(10)
31
Properties=species:S:1:pos:R:3 method="wB97M-V/def2-TZVPD" e_above_lowest_kj_mol=120.8 energy_ev=-23372.2198 orbital_gap_ev=9.22 homo_energy_ev=-9.0159
O -1.02 1.53 -3.60
C -0.79 0.94 -2.56
O -1.70 0.85 -1.58
C 0.48 0.27 -2.28
C 0.80 -0.32 -1.10
O -0.06 -0.30 -0.08
C 0.28 -0.83 1.20
C -0.82 -0.41 2.14
C -0.83 0.88 2.66
C -1.85 1.28 3.50
C -2.87 0.41 3.83
C -2.87 -0.88 3.30
C -1.85 -1.28 2.46
C 2.12 -1.04 -0.99
O 2.32 -1.96 -0.22
N 3.07 -0.61 -1.84
C 2.88 0.42 -2.83
C 1.48 0.28 -3.41
H -2.51 1.32 -1.86
H 0.34 -1.92 1.14
H 1.25 -0.45 1.54
H -0.04 1.56 2.40
H -1.85 2.29 3.90
H -3.67 0.72 4.48
H -3.67 -1.56 3.55
H -1.85 -2.28 2.05
H 3.96 -1.09 -1.78
H 2.99 1.41 -2.37
H 3.64 0.32 -3.61
H 1.41 -0.66 -3.98
H 1.24 1.10 -4.08

(11)
32
Properties=species:S:1:pos:R:3 method="wB97M-V/def2-TZVPD" e_above_lowest_kj_mol=138.7 energy_ev=-25418.6290 orbital_gap_ev=9.62 homo_energy_ev=-9.2010
C -1.17 1.19 3.76
C -2.12 0.15 3.21
C -2.50 -0.72 4.34
N -1.61 -0.41 1.94
C -0.33 -0.96 1.68
C -0.37 -1.49 0.30
C 0.10 -0.41 -0.71
C -0.74 0.67 -1.06
C -0.33 1.74 -1.87
C 1.00 1.68 -2.28
O 1.72 2.62 -2.96
C 2.95 2.07 -3.18
O 3.84 2.65 -3.72
O 3.06 0.84 -2.63
C 1.87 0.50 -2.03
C 1.41 -0.53 -1.32
O -1.77 -1.73 0.09
C -2.43 -0.93 0.97
O -3.67 -0.79 0.94
H -0.32 0.74 4.30
H -0.84 1.90 2.95
H -1.59 1.88 4.48
H -3.06 0.55 2.99
H -2.75 -0.13 5.19
H -1.59 -1.42 4.49
H -3.53 -1.32 4.15
H -0.19 -1.87 2.38
H 0.42 -0.22 1.80
H 0.16 -2.43 0.08
H -1.73 0.56 -0.76
H -1.08 2.51 -2.09
H 2.12 -1.22 -0.89

(12)
33
Properties=species:S:1:pos:R:3 method="wB97M-V/def2-TZVPD" energy_ev=-30719.8366 orbital_gap_ev=4.44 homo_energy_ev=-19.9395 charge=+3
C -2.46 -3.15 1.00
C -2.61 -1.53 0.63
F -3.59 -0.83 1.49
C -1.15 -0.80 0.49
C -0.31 -1.16 -0.91
C 1.19 -0.53 -1.18
C 1.92 -0.94 -2.60
C 0.97 -0.30 -3.81
C 0.33 1.17 -3.37
F -0.10 1.96 -4.58
C 1.80 0.45 -0.02
C 1.01 0.86 1.39
N 1.76 1.79 2.30
C 0.89 2.04 3.51
O 1.46 2.94 4.56
C -0.58 1.41 3.82
N -1.25 0.46 2.87
C -0.46 0.20 1.62
H -2.76 -3.25 2.13
H -1.36 -3.53 0.79
H -3.23 -3.74 0.29
H -3.09 -1.53 -0.47
H -0.78 -1.86 -1.73
H 3.00 -0.47 -2.58
H 1.96 -2.12 -2.66
H 1.54 -0.17 -4.83
H 0.03 -1.03 -3.90
H 1.09 1.82 -2.74
H -0.64 1.05 -2.71
H 2.88 0.91 -0.22
H 1.40 3.89 4.26
H -1.15 1.70 4.82
Al 2.26 4.26 2.35

(13)
37
Properties=species:S:1:pos:R:3 method="wB97M-V/def2-TZVPD" e_above_lowest_kj_mol=34.6 energy_ev=-60887.2648 orbital_gap_ev="5.12 / 5.73" homo_energy_ev="-22.0915 / -22.6996" charge=+4
In -1.09 -2.96 -0.78
Bi 1.19 1.64 -0.19
Cl -1.88 -1.52 -2.56
Cl 3.12 0.43 -1.23
C 0.99 -0.39 0.97
C -2.43 -4.28 -2.75
C 1.14 -3.17 -1.83
O 1.46 -1.25 1.58
O -3.15 -4.18 -3.64
O 1.84 -2.55 -2.51
C -1.67 7.52 1.85
C -1.27 6.64 3.01
N -1.33 5.23 2.67
C -0.34 4.34 3.32
C -0.87 3.40 4.38
C -2.58 4.72 2.35
O -3.63 5.32 2.56
C -2.57 3.39 1.66
C -3.60 2.45 1.84
C -3.46 1.18 1.26
C -2.32 0.91 0.50
N -1.32 1.80 0.36
C -1.51 3.07 0.82
H -1.04 7.29 0.98
H -1.50 8.57 2.11
H -2.71 7.38 1.59
H -0.25 6.84 3.32
H -1.94 6.84 3.87
H 0.20 3.76 2.53
H 0.41 5.02 3.77
H -1.50 2.61 3.95
H -0.03 2.92 4.88
H -1.44 3.95 5.13
H -4.47 2.72 2.46
H -4.22 0.42 1.40
H -2.20 -0.05 -0.03
H -0.79 3.82 0.48

(14)
32
Properties=species:S:1:pos:R:3 method="wB97M-V/def2-TZVPD" e_above_lowest_kj_mol=115.1 energy_ev=-54810.6559 orbital_gap_ev=8.15 homo_energy_ev=-8.8906
O -1.90 3.61 -1.51
C -1.67 2.48 -1.09
C -0.41 1.79 -1.17
C -0.06 0.66 -0.42
C 1.22 -0.05 -0.53
C 1.24 -1.46 -0.82
C 2.35 -2.26 -1.09
C 3.55 -1.56 -1.15
C 3.57 -0.18 -0.93
Cl 5.07 0.67 -1.09
C 2.42 0.54 -0.70
N -0.96 0.13 0.53
C -0.73 0.13 1.97
C -0.51 1.53 2.50
Cl -0.30 1.46 4.31
C -2.25 -0.41 -0.01
C -2.43 -1.89 -0.13
Cl -4.20 -2.33 -0.31
H -2.36 2.11 -0.45
H 0.39 2.17 -1.77
H 0.23 -1.94 -0.76
H 2.40 -3.31 -1.37
H 4.43 -2.07 -1.49
H 2.69 1.60 -0.63
H -1.54 -0.46 2.45
H 0.21 -0.36 2.05
H 0.24 2.07 1.85
H -1.40 2.11 2.47
H -3.10 -0.02 0.63
H -2.32 -0.09 -1.06
H -1.91 -2.41 0.74
H -1.93 -2.24 -1.02